i | A molecular structure, C46H60OP2PdSi. Source: the Open Molecules 2025 dataset; level of theory: wB97M-V/def2-TZVPD.

Molecular weight ... 825.4 g/mol
Charge ... -2
LUMO energy ... 4.49 eV
Orbital gap ... 0.148 Eh
HOMO ... 0.5 eV

Positions of all 111 atoms, in Å:
Pd: 0.393 0.702 0.849
C: 4.164 1.271 1.011
Si: 2.511 0.845 0.028
C: 2.859 1.894 -1.558
C: 4.158 2.241 -1.911
C: 4.452 3.288 -2.763
C: 3.410 4.077 -3.220
C: 2.110 3.755 -2.878
C: 1.799 2.636 -2.110
P: 0.091 2.262 -1.558
C: -1.008 3.371 -2.683
C: -1.152 4.737 -2.007
C: -2.337 5.508 -2.586
C: -2.211 5.658 -4.100
C: -2.063 4.290 -4.758
C: -0.835 3.575 -4.194
C: -0.245 0.515 -2.217
C: -1.320 -0.132 -1.332
C: -2.744 0.127 -1.797
C: -2.915 -0.380 -3.226
C: -1.957 0.367 -4.146
C: -0.502 0.205 -3.696
C: 3.041 -0.972 -0.407
C: 4.223 -1.227 -1.087
C: 4.821 -2.474 -1.091
C: 4.236 -3.494 -0.360
C: 3.019 -3.283 0.259
C: 2.376 -2.045 0.202
P: 0.634 -1.839 0.753
C: 0.082 -3.684 0.364
C: -1.385 -3.857 0.738
C: -1.887 -5.268 0.414
C: -1.377 -5.762 -0.946
C: -0.922 -4.589 -1.805
C: 0.265 -3.884 -1.145
C: 0.826 -2.078 2.619
C: 2.105 -1.385 3.089
C: 2.177 -1.237 4.607
C: 1.421 -0.014 5.159
C: 0.392 0.627 4.220
C: -0.431 -1.703 3.420
H: 5.031 0.740 0.625
H: 4.076 1.010 2.063
H: 4.362 2.338 0.951
H: 4.983 1.694 -1.475
H: 5.481 3.520 -3.027
H: 3.612 4.960 -3.818
H: 1.341 4.436 -3.193
H: -1.976 2.873 -2.539
H: -0.241 5.328 -2.128
H: -1.299 4.580 -0.937
H: -2.408 6.497 -2.121
H: -3.259 4.968 -2.357
H: -1.332 6.266 -4.333
H: -3.085 6.177 -4.502
H: -1.964 4.405 -5.844
H: -2.962 3.697 -4.566
H: 0.032 4.194 -4.421
H: -0.685 2.631 -4.711
H: 0.707 0.032 -1.944
H: -1.161 0.247 -0.296
H: -1.162 -1.219 -1.322
H: -2.966 1.195 -1.744
H: -3.446 -0.384 -1.130
H: -3.948 -0.240 -3.570
H: -2.698 -1.452 -3.254
H: -2.249 1.415 -4.144
H: -2.060 -0.004 -5.175
H: 0.162 0.801 -4.327
H: -0.230 -0.846 -3.853
H: 4.692 -0.421 -1.634
H: 5.752 -2.643 -1.626
H: 4.720 -4.464 -0.289
H: 2.586 -4.105 0.812
H: 0.642 -4.443 0.922
H: -1.979 -3.106 0.214
H: -1.519 -3.686 1.807
H: -2.981 -5.273 0.431
H: -1.549 -5.958 1.194
H: -2.155 -6.336 -1.460
H: -0.526 -6.432 -0.801
H: -1.750 -3.891 -1.931
H: -0.633 -4.943 -2.799
H: 0.406 -2.901 -1.615
H: 1.179 -4.454 -1.335
H: 0.952 -3.163 2.779
H: 2.182 -0.412 2.595
H: 2.959 -1.979 2.747
H: 3.229 -1.156 4.906
H: 1.795 -2.158 5.061
H: 2.153 0.770 5.382
H: 0.964 -0.281 6.116
H: 0.924 1.026 3.337
H: -0.046 1.488 4.740
H: -1.297 -2.139 2.913
H: -0.356 -2.195 4.398
O: -2.365 2.381 1.437
C: -1.665 1.505 1.921
C: -1.207 0.411 2.358
C: -0.786 -0.215 3.645
C: -1.947 -0.236 4.645
C: -1.797 -0.760 5.928
C: -2.855 -0.823 6.818
C: -4.104 -0.355 6.448
C: -4.273 0.179 5.183
C: -3.210 0.238 4.297
H: -0.837 -1.135 6.248
H: -2.703 -1.236 7.810
H: -4.935 -0.402 7.143
H: -5.246 0.549 4.883
H: -3.344 0.656 3.311


ii | A molecular structure, C46H60OP2PdSi. Source: the Open Molecules 2025 dataset; level of theory: wB97M-V/def2-TZVPD.

Molecular weight ... 825.4 g/mol
Charge ... -2
LUMO energy ... 4.43 eV
Orbital gap ... 0.141 Eh
HOMO ... 0.6 eV

Positions of all 111 atoms, in Å:
Pd: -0.229 0.064 0.836
C: -3.073 -2.053 -0.429
Si: -1.413 -1.121 -0.807
C: -0.227 -2.599 -1.289
C: -0.288 -3.199 -2.554
C: 0.634 -4.152 -2.968
C: 1.647 -4.550 -2.106
C: 1.715 -3.989 -0.838
C: 0.800 -3.023 -0.418
P: 0.846 -2.222 1.241
C: 0.540 -3.606 2.501
C: -0.965 -3.698 2.816
C: -1.709 -4.601 1.835
C: -1.132 -6.012 1.863
C: 0.339 -5.965 1.465
C: 1.141 -5.016 2.359
C: 2.633 -1.721 1.617
C: 3.307 -1.029 0.411
C: 4.327 -1.872 -0.354
C: 5.326 -2.559 0.575
C: 4.589 -3.433 1.586
C: 3.619 -2.593 2.413
C: -1.807 -0.448 -2.586
C: -3.064 -0.597 -3.188
C: -3.415 0.078 -4.351
C: -2.498 0.923 -4.957
C: -1.229 1.060 -4.402
C: -0.869 0.382 -3.238
P: 0.840 0.334 -2.536
C: 1.783 -0.189 -4.091
C: 3.052 -0.929 -3.610
C: 4.062 -1.175 -4.744
C: 3.328 -1.381 -6.064
C: 2.598 -0.088 -6.471
C: 2.155 0.740 -5.248
C: 1.309 2.091 -2.155
C: 2.819 2.172 -1.895
C: 3.222 3.498 -1.208
C: 2.096 4.531 -1.249
C: 1.500 4.585 -2.653
C: 0.848 3.240 -3.055
H: -3.321 -2.878 -1.112
H: -3.896 -1.330 -0.454
H: -3.032 -2.455 0.585
H: -1.067 -2.890 -3.245
H: 0.568 -4.576 -3.966
H: 2.380 -5.288 -2.415
H: 2.494 -4.318 -0.163
H: 1.003 -3.145 3.381
H: -1.391 -2.692 2.819
H: -1.091 -4.114 3.826
H: -1.616 -4.197 0.824
H: -2.777 -4.610 2.073
H: -1.682 -6.670 1.183
H: -1.237 -6.431 2.873
H: 0.401 -5.637 0.428
H: 0.785 -6.966 1.509
H: 2.174 -4.963 2.006
H: 1.183 -5.462 3.365
H: 2.378 -0.894 2.286
H: 3.816 -0.134 0.787
H: 2.530 -0.653 -0.262
H: 4.857 -1.226 -1.061
H: 3.824 -2.631 -0.957
H: 5.908 -1.802 1.116
H: 6.038 -3.157 -0.003
H: 5.297 -3.935 2.254
H: 4.058 -4.225 1.050
H: 4.231 -1.907 3.014
H: 3.093 -3.224 3.133
H: -3.799 -1.245 -2.724
H: -4.405 -0.050 -4.777
H: -2.759 1.467 -5.859
H: -0.523 1.713 -4.895
H: 1.097 -0.944 -4.496
H: 2.743 -1.879 -3.164
H: 3.533 -0.362 -2.809
H: 4.694 -2.034 -4.505
H: 4.734 -0.314 -4.846
H: 2.605 -2.192 -5.935
H: 4.013 -1.695 -6.857
H: 1.719 -0.342 -7.071
H: 3.249 0.520 -7.110
H: 1.325 1.382 -5.538
H: 2.964 1.406 -4.933
H: 0.819 2.191 -1.179
H: 3.357 2.068 -2.844
H: 3.114 1.332 -1.261
H: 4.106 3.915 -1.706
H: 3.497 3.307 -0.174
H: 2.480 5.512 -0.953
H: 1.326 4.260 -0.521
H: 2.311 4.824 -3.353
H: 0.770 5.395 -2.738
H: 1.089 3.034 -4.101
H: -0.239 3.315 -2.991
O: -2.433 1.585 2.342
C: -1.728 0.680 2.268
C: 1.243 1.417 1.432
C: 2.056 2.231 1.879
C: 2.989 3.165 2.391
C: 4.338 2.818 2.612
C: 5.254 3.744 3.084
C: 4.869 5.052 3.357
C: 3.542 5.415 3.148
C: 2.621 4.496 2.676
H: 4.648 1.803 2.398
H: 6.284 3.442 3.238
H: 5.589 5.775 3.724
H: 3.224 6.432 3.352
H: 1.591 4.787 2.509


Of the structures shown above, ii is the most stable.